[1]
Density functional theory data (ωB97M-V/def2-TZVPD) for C36H28AsCoF5N5PS as an isolated structure.

The geometry in ORCA input format:
```
! wB97M-V def2-TZVPD RIJCOSX def2/J DEFGRID3
* xyz 0 4
C -0.19 1.94 3.84
H 2.98 -3.15 -0.73
F 8.46 -2.35 3.81
C -6.99 2.57 -1.13
C 0.25 1.20 1.58
C 4.99 -1.57 4.48
H -7.64 3.37 -1.45
C 7.18 -2.04 3.61
H -3.56 0.21 -2.46
C -3.22 -2.77 -4.01
C 6.32 -1.89 4.69
C -5.84 2.85 -0.41
F 4.93 -1.33 0.87
H -0.65 -0.02 3.12
C -5.00 1.82 0.01
H -2.58 0.53 1.47
C -1.33 -1.00 0.60
C -6.48 0.22 -1.00
C -0.23 2.17 -2.95
H 1.59 -3.48 0.10
H 3.22 -4.86 0.94
C 5.36 -1.53 2.14
C 0.59 0.01 -3.61
C 0.61 -0.38 -2.29
C -0.23 1.76 -1.62
H -2.39 0.67 -0.29
H 0.95 -1.38 -2.03
H 0.91 -0.68 -4.38
C 4.47 -1.39 3.19
N 2.54 -3.10 0.18
H -0.57 1.73 4.83
C 0.18 1.29 -3.94
P 0.29 -0.18 0.41
H 1.30 4.39 2.04
C 3.69 1.36 -0.70
S 2.78 -0.97 2.96
C 6.70 -1.85 2.33
C -0.24 0.95 2.87
H 0.40 3.94 4.30
F 6.77 -2.06 5.94
C -3.53 -0.86 -2.59
C -3.48 -3.61 -2.95
As -4.21 -1.01 0.28
H -1.34 -1.58 1.52
H 1.23 2.66 0.33
H -3.47 -4.69 -3.09
F 7.51 -1.98 1.28
C -3.80 -1.70 -1.51
C 0.81 2.44 1.30
C 0.20 0.49 -1.28
H -3.01 -3.18 -4.99
H -1.37 -1.73 -0.23
C -7.31 1.25 -1.42
C -5.31 0.50 -0.29
C 5.42 3.03 -0.94
C -2.51 -0.04 0.54
H 3.01 -3.63 2.05
H -0.55 2.47 -0.86
H -3.99 -3.74 -0.87
H 0.19 1.62 -4.98
H -0.53 3.17 -3.20
N 3.33 0.27 -0.47
H -8.21 1.02 -1.98
H -4.11 2.07 0.57
H -6.74 -0.80 -1.24
F 4.19 -1.45 5.54
C 3.04 3.51 -1.46
Co 2.52 -1.06 0.71
C 4.07 2.62 -1.05
H -5.59 3.87 -0.17
N 2.15 4.17 -1.76
H -3.05 -0.73 -4.66
C -3.25 -1.39 -3.83
C 0.36 3.18 3.54
C -3.77 -3.08 -1.70
N 3.34 -3.86 1.11
C 0.86 3.43 2.28
N 6.52 3.35 -0.86
*
```

Properties
* LUMO level (alpha / beta): -0.347 / -0.600 eV
* F_max: 0.012 hartree/bohr
* Kohn-Sham gap (alpha / beta): 0.2850 / 0.2789 Eh
* expectation value of S²: 3.762
* electronic energy: -177412.3152 eV

=====

[2]
Density functional theory data (ωB97M-V/def2-TZVPD) for C36H28BaCl4N6O2S3 as an isolated structure at a distorted geometry.

The geometry in ORCA input format:
```
! wB97M-V def2-TZVPD RIJCOSX def2/J DEFGRID3
* xyz -2 1
S -9.20 -9.42 3.49
C -13.48 -18.54 5.61
H -12.56 -16.97 0.58
O -9.92 -12.30 8.60
C -12.03 -16.80 1.50
H -4.61 -9.94 5.40
O -11.57 -14.44 8.43
Ba -10.79 -13.50 6.34
Cl -7.80 -13.84 12.97
H -7.02 -13.53 7.61
S -11.92 -10.37 4.27
C -9.84 -15.06 11.64
H -14.60 -15.36 2.60
C -5.67 -10.09 5.36
H -13.81 -17.21 8.04
N -9.65 -11.04 5.48
C -8.40 -17.08 8.24
C -7.37 -15.12 9.08
C -9.67 -18.94 7.43
C -10.63 -13.00 2.54
C -9.12 -13.03 10.66
H -11.59 -12.09 0.79
C -7.84 -9.91 4.45
N -8.12 -15.10 6.84
H -16.99 -17.28 4.70
C -8.70 -16.31 7.06
H -8.75 -18.80 9.44
C -7.47 -14.51 7.82
C -14.24 -16.30 4.94
H -16.26 -15.35 3.13
Cl -11.59 -16.80 10.39
Cl -9.70 -16.27 12.89
C -16.10 -17.81 4.32
N -15.06 -16.83 3.96
C -11.19 -17.53 3.62
H -13.51 -18.70 4.54
C -10.75 -16.28 4.08
C -11.59 -15.47 1.83
H -10.45 -18.70 5.42
C -13.27 -16.73 7.24
C -15.43 -16.01 2.83
C -10.26 -10.39 4.54
C -10.00 -13.11 9.59
H -12.07 -18.78 2.18
N -10.09 -15.94 5.19
H -10.14 -12.09 2.73
N -13.81 -17.15 5.91
H -15.75 -18.48 5.07
H -7.46 -16.85 10.22
H -5.98 -9.06 3.58
C -7.75 -16.43 9.26
C -9.63 -16.86 6.10
C -11.72 -17.79 2.36
C -8.89 -18.42 8.45
H -5.48 -11.21 7.31
C -9.04 -13.98 11.71
C -11.41 -13.06 1.37
H -12.50 -18.78 5.92
H -6.84 -14.63 9.84
H -16.39 -18.44 3.44
H -12.30 -17.18 7.30
N -10.40 -14.04 3.32
C -8.29 -10.76 5.49
C -10.71 -15.28 10.51
H -13.20 -15.69 7.39
C -11.92 -14.32 1.01
S -13.88 -14.64 4.92
C -6.15 -10.80 6.47
H -7.92 -11.87 7.29
C -9.95 -18.16 6.24
H -15.69 -16.65 1.98
C -10.82 -14.32 9.51
H -11.11 -18.40 4.19
C -10.95 -15.24 3.08
H -10.09 -19.93 7.52
H -14.11 -19.30 6.12
C -6.49 -9.63 4.37
C -7.44 -11.25 6.51
H -12.48 -14.53 0.16
Cl -8.14 -11.53 10.85
*
```

Properties
* LUMO level: 3.874 eV
* F_max: 0.073 hartree/bohr
* Kohn-Sham gap: 0.2077 Eh
* energy relative to the best compared isomer or geometry (same formula, charge and spin): 86.96 kJ/mol
* electronic energy: -134116.5915 eV

=====

[3]
Density functional theory data (ωB97M-V/def2-TZVPD) for C36H28N4O2P2S3Se2Zn as an isolated structure at a distorted geometry.

The geometry in ORCA input format:
```
! wB97M-V def2-TZVPD RIJCOSX def2/J DEFGRID3
* xyz -2 1
C -5.33 3.31 -2.48
H -0.04 0.59 -2.84
C 2.48 -5.05 2.42
C 0.08 2.71 -2.50
H 2.06 -2.99 -0.40
C 4.45 2.25 0.94
C -6.13 4.17 -3.26
C 3.33 0.01 -1.45
H 5.62 -1.38 1.13
H 4.18 -3.83 -1.45
C 1.48 -0.84 2.51
C 4.63 -3.26 2.91
H 5.74 -2.14 -2.41
H 0.42 4.24 0.54
C 2.32 -3.68 2.28
Se -0.48 -1.96 -1.51
H -5.21 1.54 -1.46
C 3.71 1.36 1.68
N 0.67 -0.90 3.61
C 3.74 -5.52 2.81
C -7.53 4.11 -3.13
H 1.44 -3.23 2.04
C -8.09 0.85 -1.30
C -4.64 -2.76 1.20
H 2.72 1.60 2.11
C 4.18 0.03 1.76
N -0.66 -0.94 1.95
P 0.71 -0.65 -0.37
H 0.10 4.74 -1.90
H -0.17 2.95 -3.55
C 5.35 -0.35 1.08
C 4.76 -4.62 3.09
P 3.20 -1.01 2.91
C 3.95 -2.76 -1.47
C 0.48 2.16 0.21
Se 3.76 -0.54 4.96
O -9.31 0.84 -1.17
O -3.19 3.20 -0.45
H 5.66 -5.15 3.47
S -3.44 -2.52 -0.14
C 0.20 1.39 -2.06
C -7.34 2.09 -1.86
C -5.95 2.19 -1.92
S -5.92 -3.82 1.20
Zn -2.63 -0.69 1.12
H -6.47 -0.49 -1.54
C 6.09 0.63 0.38
C -8.16 3.05 -2.45
C 4.53 -0.44 -1.98
H -6.59 0.26 0.02
C -7.15 -0.21 -0.77
H 6.30 2.66 -0.18
H 1.72 -5.72 2.09
H -7.74 -1.09 -0.46
C 0.62 -0.78 1.43
H 7.03 0.34 -0.04
C 5.66 1.93 0.33
C 2.76 -2.33 -0.92
N -2.71 1.05 0.38
C 0.34 3.44 -0.20
H -8.17 4.76 -3.77
H 5.18 0.25 -2.42
H 5.42 -2.54 3.09
H -4.23 3.43 -2.44
H 3.85 -6.61 2.91
H -5.62 4.94 -3.68
C 0.35 1.09 -0.75
H 0.69 1.92 1.25
C -2.99 2.10 -0.03
N -0.59 -1.00 3.28
C 2.43 -0.93 -0.96
C 0.15 3.70 -1.57
C 3.39 -2.81 2.54
H 3.15 1.07 -1.46
H -9.23 2.84 -2.40
S -4.31 -1.72 2.62
C 4.84 -1.79 -2.01
H 4.11 3.23 0.85
*
```

Properties
* LUMO level: 3.616 eV
* F_max: 0.074 hartree/bohr
* Kohn-Sham gap: 0.1959 Eh
* electronic energy: -278039.7696 eV

=====

[4]
Density functional theory data (ωB97M-V/def2-TZVPD) for C36H29Br2ClN2O6P2Ti as an isolated structure at a distorted geometry.

The geometry in ORCA input format:
```
! wB97M-V def2-TZVPD RIJCOSX def2/J DEFGRID3
* xyz 0 3
O -1.50 -2.63 1.40
C -3.35 0.55 -2.41
C -2.05 3.02 2.24
C 1.60 1.40 -4.91
O -3.85 -2.18 1.63
C 0.60 1.27 -2.72
H 1.62 1.09 -5.94
H 3.33 2.66 -5.09
C 1.45 -6.28 2.60
P -0.66 0.50 -1.66
H -0.61 0.40 4.16
H 4.55 -0.24 -1.83
C 1.51 -2.28 -2.84
O -2.41 -1.05 0.02
Cl -2.77 -2.40 0.68
C -4.56 2.54 -3.00
C 1.72 -5.76 1.34
C 2.57 1.54 4.26
C 2.54 2.66 -3.09
H 3.28 3.34 -2.71
H -3.32 -0.52 -2.24
C -2.25 1.67 1.92
C 1.36 1.03 4.71
C -2.20 1.30 -2.21
C 1.86 -4.39 1.18
H -5.42 0.57 -2.95
N 1.52 -1.70 -1.61
O 1.08 -1.59 1.14
H -0.11 0.20 -4.45
H 1.23 0.78 5.76
C 1.46 -4.07 3.51
O 2.74 -1.38 2.60
H 3.38 1.70 4.97
H 2.45 -2.62 -4.72
C -4.53 1.17 -2.80
Ti -0.17 -1.83 -0.42
C 1.89 -2.04 2.03
H -2.96 4.85 2.88
C 3.63 -1.36 -3.42
C 2.53 -2.13 -3.75
H -3.44 4.37 -2.98
C 2.63 -1.00 -1.29
C 0.33 0.81 3.82
C 2.56 2.28 -4.43
C -3.12 3.80 2.64
H 1.90 1.77 0.96
P -0.81 0.76 1.35
H 2.06 -3.97 0.20
H 1.07 -5.82 4.67
C 0.63 0.90 -4.06
H 1.82 -6.41 0.49
C 2.76 1.83 2.92
H 1.32 -7.34 2.74
H 0.64 -2.89 -3.06
Br 5.01 -1.06 -4.67
H -3.68 0.07 1.80
H -5.22 3.85 3.07
H 1.57 2.44 -1.20
H -0.67 2.34 -0.22
H -5.56 1.46 2.54
H -5.48 3.02 -3.31
C 1.75 1.59 2.01
C -3.41 3.30 -2.81
C 1.74 -3.53 2.27
C 3.69 -0.81 -2.15
C -4.58 1.90 2.45
N -0.40 1.36 -0.16
H -1.05 3.45 2.19
C -2.24 2.68 -2.43
C -3.52 1.11 2.03
C -4.38 3.24 2.74
C 0.52 1.12 2.46
H -1.33 3.28 -2.32
C 1.31 -5.43 3.69
H 3.72 2.21 2.58
Br 1.21 -2.94 5.02
H 2.66 -0.58 -0.29
O -0.79 -3.08 -1.28
C 1.56 2.16 -2.24
*
```

Properties
* LUMO level (alpha / beta): 0.088 / -2.883 eV
* F_max: 0.026 hartree/bohr
* Kohn-Sham gap (alpha / beta): 0.1996 / 0.2058 Eh
* energy relative to the best compared isomer or geometry (same formula, charge and spin): 416.76 kJ/mol
* expectation value of S²: 2.024
* electronic energy: -247364.2526 eV

=====

[5]
Density functional theory data (ωB97M-V/def2-TZVPD) for C36H29CoF5N5O5S4 as an isolated structure.

The geometry in ORCA input format:
```
! wB97M-V def2-TZVPD RIJCOSX def2/J DEFGRID3
* xyz 0 5
H 2.38 7.29 0.70
F 0.95 -2.96 -0.88
F 0.04 -5.51 -0.87
H 2.70 7.17 -2.37
S 4.36 -0.96 -1.15
C -0.14 9.75 1.87
C 1.46 5.35 0.64
C 1.14 -0.33 5.83
C -0.36 -3.19 -0.85
C 3.25 -1.28 1.14
C 3.84 2.90 -2.79
H 0.11 -1.77 4.66
H -2.26 2.73 8.53
C -1.18 2.47 6.70
C 4.40 -1.55 0.49
H 4.63 2.17 -2.91
C 2.77 -0.36 -0.86
H 0.46 3.11 -2.83
C 0.12 -0.13 3.56
F -3.48 -1.38 -0.68
N 3.43 6.50 -2.17
C 3.12 5.18 -2.44
C -2.25 2.27 7.55
H 1.03 -1.10 6.60
F -4.38 -3.93 -0.67
H 2.70 0.57 4.66
H 3.06 1.25 7.04
C 2.51 2.50 -2.89
C 4.14 4.23 -2.57
H 0.74 0.58 6.26
S -0.36 -1.01 2.19
H 0.55 1.65 2.66
S 0.27 9.19 0.22
O 0.87 0.73 -3.81
C -0.91 6.71 0.16
C -0.02 2.16 4.55
S 2.12 0.80 -3.11
O -0.27 10.93 2.03
Co 0.47 0.10 -0.03
C -1.24 -2.11 -0.80
C -3.07 -3.69 -0.73
O -0.80 -0.86 -0.82
H -4.17 1.34 7.80
H -1.36 8.27 2.80
N 0.32 1.21 3.56
C 0.27 7.42 0.34
C -2.25 1.10 5.03
C -0.82 -4.50 -0.83
C 3.42 0.30 6.67
C -2.18 -4.75 -0.77
C 0.28 4.64 0.46
C -3.33 0.92 5.88
N 0.32 -0.78 4.70
H -2.27 0.67 4.04
C -0.91 5.33 0.23
H 4.47 0.43 6.40
C -3.33 1.49 7.14
H -4.18 0.33 5.55
C -0.38 8.73 2.95
C 0.30 1.99 0.44
C -2.60 -2.39 -0.74
H 2.39 4.82 0.81
H 0.36 7.93 2.94
H 1.00 5.49 -2.42
F -2.62 -6.00 -0.76
H -0.34 3.09 6.99
H -1.83 4.77 0.09
C -1.17 1.87 5.45
H 5.26 -2.06 0.87
N 1.85 0.25 -1.61
C 2.61 -0.16 5.46
N 2.33 -0.59 0.38
C 1.49 3.43 -2.75
C 0.30 3.21 0.46
H -0.37 9.24 3.91
O 3.30 0.14 -3.61
C 1.46 6.74 0.57
H 2.99 -1.11 5.08
H 5.18 4.54 -2.50
H -1.83 7.25 -0.03
C 1.79 4.76 -2.53
O 0.58 3.20 4.58
H 3.38 -0.43 7.48
H 3.00 -1.56 2.15
H 4.34 6.81 -2.45
*
```

Properties
* LUMO level (alpha / beta): -0.517 / -2.257 eV
* F_max: 0.015 hartree/bohr
* Kohn-Sham gap (alpha / beta): 0.2794 / 0.2137 Eh
* energy relative to the best compared isomer or geometry (same formula, charge and spin): 30.16 kJ/mol
* expectation value of S²: 6.019
* electronic energy: -150043.6299 eV

=====

[6]
Density functional theory data (ωB97M-V/def2-TZVPD) for C36H30Cl2N5O6PPdS as an isolated structure.

The geometry in ORCA input format:
```
! wB97M-V def2-TZVPD RIJCOSX def2/J DEFGRID3
* xyz 2 5
C -1.44 1.86 3.01
O 2.36 -0.34 1.40
H -2.91 -2.15 -0.94
H -3.06 -1.08 3.46
C 0.72 -2.68 -1.53
C -0.73 -2.52 -1.86
C -2.91 0.49 4.91
C -2.37 1.74 5.20
C -0.64 4.80 -0.31
C -1.23 3.88 -2.65
H -3.26 -1.31 -3.31
H -2.62 -4.99 1.61
H -3.84 1.34 0.87
O 3.10 -5.56 -3.16
H -1.44 4.86 0.43
C -3.71 0.71 0.00
H 1.08 -4.36 -2.84
H -0.56 -5.57 2.86
C 2.79 -3.82 -1.68
C -1.26 2.61 -3.20
H -2.25 1.30 -4.57
C -1.64 2.43 4.25
C -2.59 -1.14 -1.22
C 3.38 -3.02 -0.72
C 6.08 1.08 -0.98
H -3.49 -0.04 5.66
H 1.07 -3.81 3.44
H -3.03 -2.68 0.93
C 1.48 -3.69 -2.10
O 4.30 -1.21 1.09
O 4.73 -5.06 -1.82
H 4.41 -3.16 -0.42
H 7.22 2.12 0.50
C 5.12 2.52 0.72
C -3.41 -0.74 -2.40
Pd 0.44 1.32 0.47
C -4.39 0.19 -2.29
N 3.63 -4.89 -2.30
H -1.43 4.81 -3.17
Cl 4.67 -0.25 -2.81
N -0.73 2.56 1.96
N -0.93 1.77 -2.21
C 2.57 -2.04 -0.18
H 0.32 4.68 0.20
P -1.40 -0.22 1.19
H -1.23 3.41 4.48
Cl 2.53 3.09 0.98
C -2.69 -0.08 3.67
H -2.00 2.94 -5.16
O -1.44 -3.36 -2.32
C 3.87 2.24 0.23
H -0.61 5.77 -0.81
H -2.53 2.18 6.18
C -0.86 3.72 -1.31
H -1.41 2.91 1.29
H 0.67 -1.09 -0.11
S 2.12 0.98 -1.49
H 0.71 -1.49 2.70
H -5.02 0.40 -3.15
H 6.94 0.62 -1.45
C -1.15 -1.93 1.69
H 5.25 3.19 1.55
H -5.41 1.61 -1.01
H -0.24 3.37 2.32
C 0.19 -3.56 2.86
C -0.73 -4.55 2.54
H -0.94 0.76 -2.22
C -2.71 -0.20 -0.05
C 4.82 0.82 -1.48
C 1.27 -1.86 -0.56
O -1.17 -1.26 -1.53
C -1.55 2.14 -4.58
N 3.12 -1.14 0.86
C -4.60 0.90 -1.09
N -0.70 2.42 -1.04
C -1.94 0.59 2.71
C 3.64 1.38 -0.88
C -0.01 -2.26 2.44
H -0.64 1.82 -5.09
C 6.23 1.92 0.11
C -1.88 -4.23 1.83
C -2.09 -2.92 1.42
*
```

Properties
* LUMO level (alpha / beta): -6.124 / -8.359 eV
* F_max: 0.014 hartree/bohr
* Kohn-Sham gap (alpha / beta): 0.2447 / 0.2255 Eh
* energy relative to the best compared isomer or geometry (same formula, charge and spin): 0.00 kJ/mol
* expectation value of S²: 6.066
* electronic energy: -106182.6237 eV